<P>
A single C21H26N2O4 molecule, computed with ωB97M-V/def2-TZVPD.

Geometry as XYZ:
```
53
C21H26N2O4, DFT ωB97M-V/def2-TZVPD
O -0.562 4.093 0.634
O 3.907 -0.499 1.691
O -4.302 -1.244 -1.765
O -4.181 -2.049 1.016
N 0.283 2.384 -0.551
N 1.734 0.022 0.131
C 5.189 -1.232 -0.232
C 5.252 -1.500 -1.592
C 4.967 -0.852 2.542
C -5.048 -2.411 -1.502
C -3.258 0.727 -1.179
C -3.693 -0.829 0.608
C 4.147 -1.267 -2.381
C 2.995 -0.742 -1.821
C 1.558 2.472 0.133
C 2.905 -0.446 -0.462
C -2.669 1.628 -0.307
C -4.127 -2.375 2.381
C 0.481 -0.041 -0.584
C -3.777 -0.493 -0.755
C 1.776 1.203 0.969
C -2.098 2.933 -0.791
C 0.210 1.229 -1.414
C 4.035 -0.730 0.343
C -3.114 0.085 1.480
C -0.731 3.193 -0.169
C -2.610 1.295 1.037
H -5.885 -2.212 -0.830
H -3.046 -0.145 2.531
H -4.579 -3.363 2.460
H -3.342 0.949 -2.233
H 0.455 -0.928 -1.217
H -4.427 -3.204 -1.080
H 0.972 1.123 1.709
H 4.175 -1.479 -3.439
H 4.618 -0.629 3.549
H -0.318 -0.132 0.161
H -2.168 1.981 1.743
H 6.161 -1.898 -2.016
H -4.698 -1.667 2.990
H -5.430 -2.727 -2.473
H 0.979 1.339 -2.188
H -2.040 2.956 -1.880
H 6.054 -1.441 0.378
H -2.740 3.756 -0.466
H -3.095 -2.422 2.745
H 2.358 2.570 -0.610
H 2.728 1.257 1.489
H 5.206 -1.918 2.470
H 2.152 -0.561 -2.468
H 5.868 -0.264 2.335
H -0.763 1.151 -1.891
H 1.537 3.357 0.770
```

**Frontier orbital gap**: 8.16 eV
**SMILES**: COc1ccc(CC(=O)N2CCN(c3ccccc3OC)CC2)cc1OC
**2S+1**: 1
**E_LUMO**: 0.026 Ha

<Q>
A single C21H26N2O4 molecule, computed with ωB97M-V/def2-TZVPD.

Geometry as XYZ:
```
53
C21H26N2O4, DFT ωB97M-V/def2-TZVPD
O 2.256 1.745 -0.559
O 2.849 -2.405 0.738
O 1.619 -2.924 3.815
O 1.046 -2.337 -0.594
N 1.940 -0.095 -1.814
N 0.220 -2.308 2.112
C -2.900 -0.170 3.884
C -0.808 -1.607 2.755
C 2.277 -3.429 1.558
C -2.850 -0.357 2.512
C -2.208 1.451 -1.825
C -1.812 -1.073 1.948
C -1.257 3.583 -3.588
C 2.155 -1.956 -0.292
C -0.876 0.903 -1.314
C 0.214 1.562 -3.477
C -2.337 2.922 -1.437
C -1.192 3.713 -2.068
C -2.268 1.314 -3.345
C 1.337 -2.852 2.642
C 2.892 -0.881 -1.071
C -1.125 2.111 -3.973
C -0.859 -1.420 4.132
C 1.582 1.145 -1.367
C 0.281 1.690 -1.951
C -1.905 -0.704 4.685
C 0.142 3.167 -1.568
H 1.038 2.121 -3.926
H 3.119 -3.915 2.052
H -3.226 1.688 -3.713
H -3.297 3.314 -1.782
H 0.114 -2.364 1.102
H -1.279 4.768 -1.786
H 1.730 -4.142 0.932
H -2.190 0.261 -3.629
H 0.214 3.266 -0.484
H -0.796 -0.160 -1.560
H 3.421 -0.216 -0.382
H 0.308 0.520 -3.790
H 0.970 3.732 -2.002
H -1.940 -0.562 5.754
H -2.206 3.979 -3.958
H -3.712 0.390 4.324
H -0.084 -1.833 4.756
H -1.771 -1.223 0.879
H -0.825 1.002 -0.227
H 1.261 -0.633 -2.331
H 3.618 -1.354 -1.741
H -1.169 2.013 -5.064
H -2.304 3.023 -0.350
H -3.027 0.879 -1.374
H -0.451 4.161 -4.046
H -3.621 0.055 1.878
```

**Frontier orbital gap**: 9.13 eV
**SMILES**: O=C(COC(=O)CNC(=O)[C@]12C[C@H]3C[C@H](C[C@H](C3)C1)C2)Nc1ccccc1
**2S+1**: 1
**E_LUMO**: 0.019 Ha

Most stable: <Q>. Least stable: <P>.

<P>
2 unconnected molecules or ions with the total composition C4H4IN, computed with ωB97M-V/def2-TZVPD.

Geometry as XYZ:
```
10
C4H4IN, DFT ωB97M-V/def2-TZVPD
I 3.078 0.981 -0.093
N 0.676 -2.205 0.661
C -1.753 0.974 0.814
C 1.794 -0.476 -0.849
C 1.256 -1.435 -0.007
C -1.329 0.246 -0.173
H 1.910 -0.487 -1.935
H -2.736 0.948 1.225
H -1.203 1.880 1.369
H -1.693 -0.425 -1.012
```

**Frontier orbital gap (spin up / spin down)**: 8.86 / 7.01 eV
**2S+1**: 1
**E_LUMO (spin up / spin down)**: -0.006 / -0.062 Ha

<Q>
A single C4H4IN molecule, computed with ωB97M-V/def2-TZVPD.

Geometry as XYZ:
```
10
C4H4IN, DFT ωB97M-V/def2-TZVPD
I -2.617 -0.483 -0.061
N 0.169 1.881 0.053
C 0.448 -0.496 0.788
C 0.221 0.819 -0.924
C 0.816 0.928 0.582
C -0.447 -0.483 -0.453
H 1.139 -1.339 0.971
H -0.421 -1.436 -0.975
H -0.130 -0.580 1.791
H 0.822 1.188 -1.773
```

**Frontier orbital gap**: 7.91 eV
**SMILES**: I[C@@H]1CC2=N[C@@H]21
**2S+1**: 1
**E_LUMO**: -0.013 Ha

Most stable: <Q>. Least stable: <P>.

<P>
A single C5H11PS molecule, computed with ωB97M-V/def2-TZVPD.

Geometry as XYZ:
```
18
C5H11PS, DFT ωB97M-V/def2-TZVPD
S 0.756 -2.539 2.679
P -0.825 -2.027 1.238
C -0.745 0.948 0.686
C 0.690 -0.461 -0.625
C 0.012 -0.425 0.757
C -0.677 1.357 -0.762
C 0.730 0.990 -1.104
H -1.779 -1.602 2.210
H 1.432 1.645 -0.560
H 1.150 0.902 -2.087
H -0.256 1.569 1.313
H -1.333 0.827 -1.446
H 0.254 -1.045 -1.442
H 0.674 -0.287 1.690
H 1.727 -0.771 -0.654
H -1.797 0.707 0.905
H -0.810 2.465 -0.714
H 0.052 -3.404 3.310
```

**Frontier orbital gap**: 9.26 eV
**SMILES**: SPC1CCCC1
**2S+1**: 1
**E_LUMO**: 0.025 Ha

<Q>
A single C5H11PS molecule, computed with ωB97M-V/def2-TZVPD.

Geometry as XYZ:
```
18
C5H11PS, DFT ωB97M-V/def2-TZVPD
S 2.504 -0.966 1.697
P 0.908 1.215 0.145
C 0.211 1.706 1.834
C 0.204 -0.570 0.075
C -1.440 0.467 -1.513
C -0.502 -0.717 -1.279
C 1.437 -1.463 0.276
H 0.240 -0.809 -2.085
H -1.093 -1.699 -1.396
H -2.504 0.337 -1.138
H -0.529 -0.696 0.952
H -1.622 0.399 -2.608
H 1.201 -2.546 0.498
H 0.814 2.517 2.264
H 1.920 -1.489 -0.621
H 0.189 0.821 2.527
H -0.847 2.082 1.643
H -1.093 1.413 -1.273
```

**Frontier orbital gap (spin up / spin down)**: 8.00 / 6.38 eV
**2S+1**: 1
**E_LUMO (spin up / spin down)**: -0.031 / -0.061 Ha

Most stable: <P>. Least stable: <Q>.

<P>
2 unconnected molecules or ions with the total composition C6H10ClN2, computed with ωB97M-V/def2-TZVPD.

Geometry as XYZ:
```
19
C6H10ClN2, DFT ωB97M-V/def2-TZVPD
Cl -2.858 3.477 0.026
N 1.150 -3.351 -0.340
N -0.509 -1.265 -0.354
C -0.434 0.001 -0.241
C 0.758 1.904 0.893
C -1.604 2.278 0.206
C -0.323 2.622 0.785
C 0.841 0.590 0.120
C -1.873 1.081 -0.348
H 1.522 -3.737 0.481
H 1.439 -0.383 0.486
H 0.806 -4.084 -0.898
H -1.352 -1.632 -0.582
H 1.629 2.323 1.450
H 1.413 0.882 -0.796
H 0.312 -1.976 -0.193
H 1.944 -2.981 -0.973
H -2.716 0.630 -0.899
H -0.145 3.621 1.177
```

**Frontier orbital gap**: 8.95 eV
**2S+1**: 1
**Total charge**: +1
**E_LUMO**: -0.151 Ha

<Q>
2 unconnected molecules or ions with the total composition C6H10ClN2, computed with ωB97M-V/def2-TZVPD.

Geometry as XYZ:
```
19
C6H10ClN2, DFT ωB97M-V/def2-TZVPD
Cl -5.013 -0.235 -0.035
N -2.518 -1.328 0.029
N 0.154 -0.428 0.427
C 1.152 -1.347 -0.136
C -1.736 2.558 -0.384
C -0.768 1.818 0.563
C 0.353 0.989 -0.013
C -3.399 -0.461 0.026
C -2.129 1.438 0.113
H -1.835 3.447 -0.954
H -0.840 -0.740 0.191
H 1.002 -1.441 -1.211
H 2.157 -0.962 0.043
H -0.605 2.201 1.565
H -2.754 -2.317 -0.035
H 1.338 1.322 0.322
H 0.318 1.009 -1.104
H 1.071 -2.333 0.317
H 0.209 -0.437 1.452
```

**Frontier orbital gap (spin up / spin down)**: 8.89 / 8.89 eV
**2S+1**: 1
**Total charge**: +1
**E_LUMO (spin up / spin down)**: -0.144 / -0.144 Ha

Most stable: <P>. Least stable: <Q>.

<P>
3 unconnected molecules or ions with the total composition H2P2, computed with ωB97M-V/def2-TZVPD.

Geometry as XYZ:
```
4
H2P2, DFT ωB97M-V/def2-TZVPD
P 1.082 0.941 0.998
P -0.637 1.280 1.836
H -0.614 -1.202 -1.274
H 0.169 -1.020 -1.560
```

**Frontier orbital gap**: 9.14 eV
**2S+1**: 1
**E_LUMO**: -0.026 Ha

<Q>
2 unconnected molecules or ions with the total composition H2P2, computed with ωB97M-V/def2-TZVPD.

Geometry as XYZ:
```
4
H2P2, DFT ωB97M-V/def2-TZVPD
P 0.781 -0.637 0.088
P -1.187 -0.302 0.040
H -1.264 1.835 -0.829
H 0.365 -1.640 1.181
```

**Frontier orbital gap (spin up / spin down)**: 7.51 / 7.82 eV
**2S+1**: 1
**E_LUMO (spin up / spin down)**: -0.048 / -0.047 Ha

Most stable: <P>. Least stable: <Q>.

<P>
3 unconnected molecules or ions with the total composition H5O2S, computed with ωB97M-V/def2-TZVPD.

Geometry as XYZ:
```
8
H5O2S, DFT ωB97M-V/def2-TZVPD
S -0.829 1.066 -2.317
O -0.772 -3.556 2.687
O 1.439 3.072 -1.245
H 1.277 2.622 -0.385
H -1.516 -2.967 2.573
H -0.078 -3.184 2.096
H -0.148 0.116 -1.669
H 0.628 2.831 -1.740
```

**Frontier orbital gap**: 6.10 eV
**2S+1**: 1
**Total charge**: -1
**E_LUMO**: 0.118 Ha

<Q>
3 unconnected molecules or ions with the total composition H5O2S, computed with ωB97M-V/def2-TZVPD.

Geometry as XYZ:
```
8
H5O2S, DFT ωB97M-V/def2-TZVPD
S 0.080 -0.070 -0.111
O -2.663 -0.773 -1.453
O 2.615 0.831 1.776
H 1.989 0.427 1.135
H 0.616 0.605 -1.134
H 2.068 1.535 2.141
H -1.883 -0.325 -1.018
H -2.240 -1.196 -2.208
```

**Frontier orbital gap**: 7.57 eV
**2S+1**: 1
**Total charge**: -1
**E_LUMO**: 0.152 Ha

Most stable: <Q>. Least stable: <P>.